{"formula": "C26H37CaClF12KN6NaO18P2S", "method": "ωB97M-V/def2-TZVPD", "charge": 2, "homo_lumo_gap_ev": 1.100, "symbols": ["Ca", "K", "Cl", "S", "P", "P", "Na", "F", "F", "F", "F", "F", "F", "F", "F", "F", "F", "F", "F", "O", "O", "O", "O", "O", "O", "O", "O", "O", "O", "O", "O", "O", "O", "O", "O", "O", "O", "N", "N", "N", "N", "N", "N", "C", "C", "C", "C", "C", "C", "C", "C", "C", "C", "C", "C", "C", "C", "C", "C", "C", "C", "C", "C", "C", "C", "C", "C", "C", "C", "H", "H", "H", "H", "H", "H", "H", "H", "H", "H", "H", "H", "H", "H", "H", "H", "H", "H", "H", "H", "H", "H", "H", "H", "H", "H", "H", "H", "H", "H", "H", "H", "H", "H", "H", "H", "H"], "coordinates": [[-4.0686, 0.0064, -4.9944], [4.1552, 6.0380, 5.1292], [-2.6854, 2.3557, 1.9425], [-3.9743, -1.3860, 0.3547], [1.3205, 0.1974, 5.5211], [-1.2966, 2.2277, 0.4064], [3.6673, -4.1801, 2.9057], [5.1037, 1.2811, -1.0248], [1.2496, 1.9044, -2.0906], [1.4946, 3.3336, -0.2179], [2.3583, 5.6678, 4.4190], [4.4339, 1.1805, -3.0493], [0.6086, 0.2027, -1.0311], [3.7269, 2.7612, -1.7551], [2.6307, -0.2996, -2.3955], [3.3667, -0.3031, -0.3979], [0.4894, 6.7734, 4.5653], [1.6432, 6.8850, 2.7543], [2.7587, 2.0195, 0.8427], [0.4325, 5.0650, 3.2677], [1.0576, -1.1862, 5.1801], [-1.1040, -0.4829, -8.1257], [-4.7561, -1.0213, -0.8586], [-1.5633, -4.6354, 4.4785], [-0.2556, 0.4596, 3.2610], [2.9327, -2.1438, -9.7981], [-1.2191, 3.8049, -0.1135], [-2.5898, -1.6622, -0.0548], [2.8918, 0.4877, 5.6206], [-0.0120, -0.4965, -5.6271], [0.6078, 0.5251, 6.8947], [-0.0789, -3.9186, 2.9648], [0.3053, -5.8001, 4.1458], [-4.9186, 0.3403, 4.1582], [-4.5910, -2.5690, 0.9623], [3.9038, -2.4649, -7.2034], [-3.9496, -0.2454, 1.3032], [-0.9675, 0.1074, 1.1122], [0.5470, 2.8614, 2.4614], [4.9735, 4.3366, 2.8905], [-6.1561, 0.1293, -7.2975], [2.4922, -0.5589, 2.3806], [-7.5567, -3.4853, -11.8651], [4.0495, 1.4776, -1.8259], [0.1614, 0.4900, 1.8925], [-5.0209, 0.1529, -7.4230], [2.9038, 0.4978, -1.3608], [0.9163, -1.3574, -8.9933], [1.2023, 6.0683, 3.7032], [2.2788, -1.8536, -8.8276], [0.4243, 1.9080, 1.3050], [-0.4238, -4.7058, 3.7876], [-7.3127, -2.5081, -11.3294], [1.4012, 2.2731, 3.5399], [1.5328, 1.1597, -1.0121], [-3.5393, 0.1898, -7.5674], [0.6229, -0.9377, -6.5776], [-2.4384, -5.6398, 6.5170], [0.0492, -0.9007, -7.9764], [0.4913, 1.2203, 4.1885], [1.5229, 2.0709, 0.2722], [-7.0010, -1.2638, -10.6417], [0.9128, 4.2741, 2.1868], [3.0740, -1.8927, 2.3752], [-1.7309, -5.8711, 5.2059], [2.8095, -1.9882, -7.3987], [1.9201, -1.5086, -6.3838], [-0.2983, -6.3325, 5.3425], [1.1548, -0.6734, 1.7801], [2.4574, -0.3101, 3.3585], [1.2159, 0.9860, 7.4888], [-3.1817, 1.2204, -7.5023], [2.8531, -2.3628, 1.4223], [2.2315, -1.5619, -5.3460], [4.6268, 3.9512, 1.9853], [2.7295, -2.4618, 3.2525], [-0.2449, 1.8078, 4.7451], [-2.1080, 4.0883, -0.3484], [-1.9816, -4.8112, 7.0591], [-7.7287, -0.4998, -10.9066], [-2.3084, -6.5531, 4.5785], [0.6408, -1.4591, 2.3389], [0.5743, -1.3487, -10.0228], [5.5656, 3.6134, 3.3777], [2.3447, 1.9159, 3.1448], [-1.8283, 0.1447, 1.6561], [1.9924, 4.3666, 2.1297], [4.1538, -1.7614, 2.4851], [-2.4076, -6.5346, 7.1381], [-3.4795, -5.3725, 6.3455], [-4.5166, -0.0550, 3.3582], [-7.0233, -1.4138, -9.5643], [-3.0626, -0.4099, -6.7820], [3.2031, 1.2617, 5.1226], [1.2537, -1.0904, 0.7863], [-0.2008, -7.4143, 5.3739], [-0.9066, -0.8046, 0.6708], [-3.2411, -0.2281, -8.5267], [0.5081, 4.6748, 1.2681], [0.2062, -5.9006, 6.2100], [1.6313, 3.0051, 4.3045], [4.1572, 4.5764, 3.4999], [-0.3747, 2.9217, 2.9262], [-4.3562, 1.0811, 4.3938], [-6.0091, -0.9217, -10.9334], [5.5436, 5.1992, 2.7112]]}

{"formula": "H30O15", "method": "ωB97M-V/def2-TZVPD", "homo_lumo_gap_ev": 10.573, "de_lowest_kj_mol": 230.1, "symbols": ["O", "O", "O", "O", "O", "O", "O", "O", "O", "O", "O", "O", "O", "O", "O", "H", "H", "H", "H", "H", "H", "H", "H", "H", "H", "H", "H", "H", "H", "H", "H", "H", "H", "H", "H", "H", "H", "H", "H", "H", "H", "H", "H", "H", "H"], "coordinates": [[-2.0138, -0.9214, -2.3576], [-1.7096, -0.8823, 3.3462], [-1.7592, -2.0524, 0.5688], [0.4626, -2.8086, -4.0126], [4.5058, 2.4985, -0.1970], [-1.1782, 3.4984, -0.0813], [-1.0103, 1.5003, 1.9053], [2.0320, 3.6344, -1.2956], [0.7361, -1.3421, 2.1546], [3.4622, -1.5172, 0.5886], [-4.1773, -1.2238, 1.6559], [1.3333, -3.5901, 0.7722], [2.6169, 1.1657, -2.0061], [-3.4189, 1.4314, -0.8699], [-0.1070, 0.4864, -0.4404], [0.7112, -3.9285, 0.1350], [-1.7886, 4.1453, 0.2596], [4.4655, 2.3849, 0.7571], [3.0295, -2.1723, 1.1050], [0.7748, 0.8087, -0.6147], [0.8822, -0.8106, 1.3639], [-2.4876, -2.4318, 0.1001], [1.3591, 3.1648, -0.7961], [1.9441, 4.5115, -0.9010], [2.0622, -4.1815, 0.9618], [0.9774, -2.1886, -3.4855], [-1.8466, -1.4799, 2.6111], [-0.6096, 0.8907, 0.2776], [3.9727, 3.3059, -0.2215], [-2.2657, -1.3605, -3.1816], [-1.7614, -1.1813, 0.1598], [3.5098, 0.8798, -1.8315], [0.6584, -2.2632, 1.8723], [4.3142, -1.2675, 0.9460], [-3.6302, -0.8890, 2.3727], [-4.0271, -0.7369, 0.8466], [-1.2479, 0.8091, 2.5531], [-0.9410, -0.9520, 3.8753], [-1.4334, 2.5850, -0.0800], [-0.2715, 1.9396, 2.3312], [-0.0491, -2.1836, -4.5246], [-1.1909, -1.4046, -2.2179], [-2.8855, 0.7838, -0.4039], [2.8045, 2.1235, -2.0186], [-3.7486, 2.0438, -0.2208]]}